No. 1
DFT (the ωB97M-V functional and the def2-TZVPD basis) results for a molecular structure, C12H17BN6NiO2 at a distorted geometry.

**Gap between HOMO and LUMO (spin up / spin down)**: 5.264 / 9.083 eV
**ΔE to the lowest compared entry with this formula, charge and spin**: 554.4 kJ/mol
**Highest occupied orbital energy (spin up / spin down)**: -0.1741 / -0.3185 Eh
**Energy**: -2479.52724 a.u.
**<S²>**: 2.024
**Spin multiplicity**: 3

Geometry (Å):
1 Ni 1.32622 0.48309 1.76538
2 O 1.03507 -2.25059 -0.31615
3 O 1.61610 -0.57742 -1.68012
4 N -0.66020 -1.08866 -1.40991
5 N 0.64386 1.83173 -0.65719
6 N -1.04454 0.20052 -1.81930
7 N -1.35309 0.84736 0.57893
8 N 1.51608 1.49262 0.38118
9 N -0.55854 0.48885 1.66181
10 C -2.04703 -1.27237 -3.18103
11 C -0.02898 -3.05014 0.27164
12 C -1.39769 0.18013 2.69041
13 C -1.26671 -1.98437 -2.30101
14 C -2.71405 0.39188 2.28227
15 C -2.64895 0.81149 0.96051
16 C 1.28461 2.68269 -1.49066
17 C 2.70702 2.12491 0.13536
18 C 2.58761 2.88303 -1.02853
19 C -1.87973 0.08270 -2.85553
20 C 0.74831 -1.25178 -1.16159
21 C 2.30500 -0.65646 2.75956
22 B -0.82842 1.36126 -0.80330
23 H -2.30045 0.96504 -3.31754
24 H -3.43299 1.10982 0.27745
25 H 0.77393 3.08332 -2.35616
26 H -1.02048 -0.14991 3.64930
27 H -0.98192 -2.51212 0.35128
28 H -2.65330 -1.67769 -3.97153
29 H -3.60081 0.27303 2.87748
30 H 3.35009 3.48436 -1.48568
31 H 2.65869 0.35594 1.85252
32 H 2.65947 -1.57815 2.30490
33 H 2.84547 -0.36688 3.65620
34 H -1.49636 2.30532 -1.12884
35 H 1.21990 -0.69858 2.96858
36 H -0.15480 -3.96358 -0.32100
37 H 3.55723 1.98142 0.78437
38 H -1.10313 -3.04400 -2.19269
39 H 0.33752 -3.29783 1.26865

Cartesian forces, eV/Å:
Ni -4.60 -0.78 0.98
O -0.51 -0.16 0.10
O -1.02 -0.91 1.02
N 1.06 0.42 0.69
N 1.69 0.53 1.20
N 1.80 1.11 1.88
N 0.35 0.13 2.02
N 1.57 3.54 -4.61
N -2.84 -0.25 -0.16
C 0.11 0.93 0.13
C 0.30 0.14 0.09
C 0.20 0.67 -1.64
C -0.43 -1.07 -0.37
C -0.14 -0.09 0.02
C 0.82 -0.11 0.13
C 0.23 -0.58 0.81
C -2.06 -0.20 -0.96
C -0.34 -0.10 -0.09
C -1.39 -0.66 -1.67
C 0.35 0.58 -1.29
C 1.94 -0.20 0.31
B -0.49 -0.73 -0.36
H 0.02 -0.18 0.08
H 0.15 -0.11 0.06
H 0.10 -0.10 0.13
H 0.04 0.08 -0.16
H 0.41 -0.03 -0.11
H -0.02 0.02 -0.02
H -0.07 -0.04 0.00
H 0.02 0.09 -0.07
H 3.24 -1.23 1.24
H -0.04 0.00 0.17
H 0.09 -0.20 -0.03
H -0.01 -0.04 -0.21
H -0.29 -0.73 0.78
H 0.03 0.21 0.16
H -0.14 0.03 -0.04
H -0.06 0.10 -0.09
H -0.07 -0.10 -0.12

Here are the Mulliken charges for atoms 1 to 2, given in e: number 1, Ni, carries -0.3667; number 2, O, carries -0.2930

No. 2
DFT (the ωB97M-V functional and the def2-TZVPD basis) results for a single C5H7N molecule.

**Gap between HOMO and LUMO**: 10.056 eV
**Structure (SMILES)**: C1=C[C@H]2N[C@H]2C1
**ΔE to the lowest compared entry with this formula, charge and spin**: 161.8 kJ/mol
**Highest occupied orbital energy**: -0.3268 Eh
**Energy**: -249.41163 a.u.
**Spin multiplicity**: 1

Geometry (Å):
1 N 1.68037 -0.07382 -0.44766
2 C 0.69837 0.84740 0.08950
3 C -0.41816 -1.16005 0.59347
4 C -0.68348 0.87160 -0.56508
5 C 0.89431 -0.47563 0.73816
6 C -1.27467 -0.46476 -0.16389
7 H 1.05279 1.73189 0.59871
8 H -1.27921 1.71300 -0.18889
9 H 1.33302 -0.50936 -1.29927
10 H -0.61871 1.00719 -1.65668
11 H -0.63627 -2.05704 1.15582
12 H -2.26533 -0.79693 -0.47361
13 H 1.51696 -0.63349 1.61943

Cartesian forces, eV/Å:
N -0.12 -0.19 -0.03
C -0.08 0.39 0.06
C -0.21 -0.06 -0.10
C 0.10 0.09 0.04
C 0.07 0.10 0.24
C 0.18 -0.21 0.08
H 0.25 0.20 -0.33
H 0.02 -0.20 -0.01
H -0.08 -0.04 0.12
H 0.02 -0.06 0.25
H -0.07 -0.24 -0.34
H 0.24 0.10 0.16
H -0.32 0.12 -0.15

Here are the Mulliken charges for atoms 1 to 2, given in e: number 1, N, carries -0.6148; number 2, C, carries -0.1319

No. 3
DFT (the ωB97M-V functional and the def2-TZVPD basis) results for a molecular structure, C22H51AlFIN3O.

**Gap between HOMO and LUMO**: 7.907 eV
**Charge**: -1
**Highest occupied orbital energy**: -0.1990 Eh
**Energy**: -1748.39095 a.u.
**Spin multiplicity**: 1

Geometry (Å):
1 I 4.00628 -4.88494 -2.67150
2 Al 0.46552 -1.90285 -0.37222
3 F 0.92810 -1.82665 -3.25417
4 O -2.90489 -0.50856 -0.34799
5 N 6.13615 0.54269 1.54366
6 N -2.91781 -1.92871 -2.08782
7 N -6.03891 2.40172 2.18663
8 C 7.61333 2.57134 2.04085
9 C -7.40668 2.73285 2.53065
10 C -5.57121 2.86928 0.88728
11 C -0.11297 1.27197 -1.41501
12 C 7.57318 0.41825 -0.56666
13 C -8.53623 1.98981 1.80409
14 C 6.94341 -0.27129 0.65021
15 C -2.47569 -1.56001 -0.82244
16 C -5.66200 1.03589 2.52749
17 C 1.48558 -3.63846 -0.25046
18 C -3.68641 -0.90681 -2.78570
19 C -2.13010 -2.79072 -2.95741
20 C 0.04648 0.25865 -2.54822
21 C -5.92336 2.02669 -0.34455
22 C -1.50268 -2.42026 -0.13341
23 C 3.00452 -3.50465 -0.12270
24 C 0.88844 -0.92795 -2.11716
25 C 5.01909 1.24361 0.92697
26 C 6.85458 1.32886 2.52612
27 C -4.17344 0.78060 2.37787
28 C 4.10871 0.32388 0.13244
29 C 3.67573 -3.15468 -1.44116
30 H 7.92879 3.16995 2.89831
31 H 3.22034 0.86415 -0.19504
32 H 6.83977 1.02657 -1.09858
33 H -6.20135 0.28855 1.92282
34 H 6.98339 3.20148 1.41135
35 H 3.24749 -2.69017 0.57194
36 H -3.85034 0.82122 1.33962
37 H 0.97264 -0.92641 0.82926
38 H -3.59381 1.50217 2.95744
39 H -1.59519 -3.47114 -0.40072
40 H 8.40996 1.06193 -0.29646
41 H -7.53444 3.80906 2.37724
42 H 1.92824 -0.57124 -2.02786
43 H 0.85065 1.46882 -0.93706
44 H 4.66426 -2.71594 -1.33073
45 H 4.44837 1.69885 1.74167
46 H 0.47868 0.74133 -3.43401
47 H -3.82106 -1.22480 -3.81875
48 H 4.60097 -0.06524 -0.76126
49 H 3.05385 -2.51624 -2.06209
50 H -7.51686 2.55787 3.60620
51 H 7.55490 0.66016 3.03597
52 H 6.32038 -1.09421 0.29229
53 H -8.37444 0.91117 1.81594
54 H 1.10023 -4.14113 0.64753
55 H -5.95170 3.88759 0.76268
56 H 3.48577 -4.40044 0.28560
57 H -3.92609 -0.22321 2.72482
58 H 5.34225 2.07444 0.27745
59 H -1.69639 -3.60987 -2.39416
60 H -5.97493 0.87178 3.56397
61 H 6.12395 1.64336 3.27802
62 H -0.50525 2.22420 -1.77730
63 H -1.31147 -2.25557 -3.45114
64 H -4.48410 2.95315 0.93439
65 H -6.97453 2.10756 -0.62268
66 H -1.66817 -2.31161 0.94006
67 H 3.77271 -0.51579 0.73946
68 H -0.79038 0.89460 -0.64767
69 H -2.78925 -3.21649 -3.71578
70 H 1.26291 -4.31893 -1.08490
71 H -4.66608 -0.76678 -2.32920
72 H -5.68803 0.97400 -0.18250
73 H -8.62963 2.30453 0.76512
74 H 7.72779 -0.73084 1.25822
75 H -0.94343 -0.10192 -2.84872
76 H -5.32227 2.35535 -1.19428
77 H -3.17413 0.05962 -2.76805
78 H -9.48922 2.18881 2.29991
79 H 8.50576 2.31059 1.47229
80 H 7.94178 -0.33452 -1.26631

Cartesian forces, eV/Å:
I 0.01 -0.11 -0.08
Al 0.10 -0.12 -0.03
F 0.12 -0.03 0.03
O -0.16 0.11 0.18
N -0.01 0.03 -0.06
N 0.07 0.23 -0.12
N 0.04 -0.05 -0.03
C -0.01 0.00 0.00
C 0.00 0.03 -0.01
C -0.03 0.02 -0.02
C 0.09 -0.04 0.02
C -0.01 -0.01 0.00
C 0.01 0.00 0.00
C 0.02 0.00 0.03
C 0.08 -0.16 -0.28
C -0.06 -0.01 -0.07
C 0.02 -0.08 -0.03
C 0.05 -0.07 0.03
C -0.04 -0.01 0.07
C -0.16 0.03 0.03
C -0.01 0.00 0.02
C -0.10 0.08 0.07
C 0.05 0.08 -0.01
C 0.01 0.10 0.01
C 0.04 -0.01 0.02
C 0.01 -0.03 0.01
C 0.05 0.02 0.05
C -0.03 0.02 -0.03
C -0.04 0.08 0.03
H 0.01 0.00 0.00
H 0.00 -0.01 0.01
H 0.00 -0.02 -0.01
H -0.01 0.00 0.01
H 0.00 0.01 0.01
H -0.01 -0.01 0.00
H 0.04 -0.03 0.01
H -0.03 0.00 0.00
H -0.02 0.00 0.01
H 0.00 -0.07 -0.02
H -0.02 0.02 0.01
H -0.01 0.00 0.02
H -0.01 0.01 -0.01
H 0.00 0.03 0.00
H 0.01 -0.04 0.04
H -0.02 0.00 -0.02
H 0.05 -0.02 0.00
H -0.03 0.00 -0.01
H -0.01 -0.01 0.00
H -0.01 0.04 0.01
H 0.00 -0.01 0.00
H -0.01 0.01 0.02
H -0.02 0.01 0.00
H -0.01 0.00 0.01
H 0.00 -0.01 -0.01
H 0.01 0.00 -0.02
H 0.00 0.00 0.02
H -0.01 0.01 0.03
H 0.02 -0.01 0.00
H 0.03 -0.04 0.02
H 0.03 0.00 0.01
H 0.00 0.01 -0.01
H -0.04 -0.02 -0.03
H -0.09 -0.07 0.02
H 0.01 -0.01 0.02
H 0.00 -0.02 0.02
H 0.02 0.03 0.00
H -0.01 0.01 0.01
H 0.02 0.02 0.00
H 0.02 -0.03 -0.02
H -0.04 0.02 0.03
H 0.01 0.01 0.06
H 0.04 0.01 -0.03
H 0.01 0.00 0.00
H 0.00 -0.01 -0.02
H 0.04 0.05 0.02
H -0.01 0.01 -0.01
H -0.04 0.01 -0.05
H 0.00 0.01 -0.01
H -0.01 -0.01 -0.01
H 0.02 0.00 0.00

Here are the Mulliken charges for atoms 1 to 2, given in e: number 1, I, carries -0.0571; number 2, Al, carries -0.2095

- energy of number 2 (C5H7N)?
  -249.41163 a.u.

- Among the records above, which one has the lowest energy?
  C12H17BN6NiO2

- Which value of spin multiplicity does entry 2 give?
  1

- Which value of spin multiplicity does entry 3 give?
  1